# 1
Here is C44H58N3O2S2Ti as an isolated structure at a distorted geometry from the Open Molecules 2025 dataset. Energies are from ωB97M-V with the def2-TZVPD basis set.

```
110
Properties=species:S:1:pos:R:3:forces:R:3
Ti -1.2751 0.9398 1.0592 0.97 -0.20 0.64
C -4.5812 -0.3013 2.3006 0.01 -0.05 0.03
N -3.6414 0.8060 2.3206 0.14 -0.04 -0.02
C -4.3190 2.0531 1.9773 -0.03 0.07 0.00
C -3.3567 3.2185 1.9023 -0.07 -0.05 0.03
N -2.3146 3.0047 0.8664 -0.23 0.10 -0.08
C -1.2034 3.9389 1.1292 0.10 0.04 -0.02
C -2.9457 3.2074 -0.4394 -0.02 0.01 -0.08
C -3.2401 4.4968 -0.8716 0.01 -0.02 0.00
C -3.8841 4.7185 -2.0758 0.00 0.02 0.01
C -4.2522 3.6254 -2.8525 -0.02 0.04 -0.02
C -3.9778 2.3452 -2.4197 0.02 -0.01 0.02
C -3.3248 2.0958 -1.2009 -0.03 0.02 -0.02
S -3.0349 0.4552 -0.6952 -0.13 -0.11 -0.20
C -2.8432 0.9557 3.5064 0.03 -0.02 -0.07
C -3.3578 0.8354 4.7933 0.00 -0.03 -0.01
C -2.5385 1.1611 5.8618 0.01 0.01 0.02
C -1.2454 1.6124 5.6172 0.00 0.00 0.03
C -0.7530 1.6823 4.3204 -0.02 0.00 -0.05
C -1.5376 1.3302 3.2158 0.03 0.18 0.24
S 1.0482 0.9977 2.0308 -0.63 0.04 -0.11
H -5.4727 -0.1011 2.9144 0.02 0.00 0.00
H -4.0934 -1.1998 2.6713 -0.01 0.00 -0.01
H -4.8940 -0.4708 1.2693 -0.01 0.01 0.00
H -5.0924 2.2913 2.7271 0.01 0.00 -0.02
H -4.8153 1.9069 1.0155 0.00 0.00 -0.01
H -2.8555 3.3574 2.8584 0.00 0.01 0.00
H -3.9130 4.1341 1.6729 0.01 0.00 -0.01
H -0.4637 3.8611 0.3362 -0.01 0.02 0.02
H -0.7359 3.6452 2.0690 0.02 0.02 0.00
H -1.5523 4.9721 1.2193 0.02 0.00 0.00
H -2.9522 5.3452 -0.2640 0.00 0.02 0.00
H -4.0910 5.7285 -2.4054 0.00 0.01 0.00
H -4.7520 3.7744 -3.8024 0.00 0.01 0.00
H -4.2578 1.4919 -3.0244 0.01 -0.01 0.00
H -4.3771 0.5033 4.9566 0.00 0.00 0.00
H -2.9052 1.0755 6.8778 0.00 0.00 0.00
H -0.6075 1.8903 6.4489 0.00 -0.01 0.00
H 0.2758 2.0015 4.1901 0.00 -0.01 -0.03
C 4.1665 -4.6024 1.3038 0.00 0.01 0.00
C 2.9741 -4.7826 0.3543 0.01 -0.01 0.00
C 2.4704 -6.2197 0.4975 -0.01 0.02 -0.01
C 3.4490 -4.5803 -1.0919 0.00 -0.02 0.01
C 1.8923 -3.7501 0.6742 0.04 -0.02 -0.07
C 2.2089 -2.4003 0.6304 -0.03 -0.02 0.05
C 1.2653 -1.4119 0.8719 -0.14 -0.21 0.04
N 1.6688 -0.0573 0.8404 0.06 0.09 -0.09
C 1.9757 0.5325 -0.4101 -0.02 0.00 -0.10
C 3.2514 0.3977 -0.9266 -0.03 -0.02 0.01
C 3.5958 0.9383 -2.1562 0.04 -0.04 -0.01
C 2.5921 1.6007 -2.8478 0.03 0.07 0.04
C 1.2948 1.7776 -2.3663 0.01 -0.03 0.03
C 0.9699 1.2591 -1.0878 0.18 -0.03 0.09
O -0.2253 1.3868 -0.5188 -0.11 0.23 -0.18
C 0.2510 2.4381 -3.2666 -0.03 -0.01 -0.03
C 0.8170 2.8977 -4.6146 0.00 -0.02 0.00
C -0.8492 1.4091 -3.5607 -0.02 -0.01 0.01
C -0.3302 3.6747 -2.5845 -0.02 0.02 -0.02
C 5.0137 0.7652 -2.6979 0.00 -0.01 -0.02
C 5.3025 -0.7306 -2.8897 0.01 0.02 0.00
C 5.2133 1.4691 -4.0411 -0.01 -0.02 0.01
C 6.0269 1.3471 -1.7033 0.01 0.01 0.00
C -0.0699 -1.7942 1.1453 0.26 -0.14 -0.06
O -1.0099 -0.8554 1.2643 -0.51 -0.14 -0.01
C -0.3987 -3.1581 1.2798 0.09 0.16 0.01
C 0.5932 -4.1005 1.0227 0.02 0.01 0.02
C -1.7958 -3.5893 1.7311 -0.01 -0.03 -0.01
C -1.9056 -5.1106 1.8706 -0.02 -0.01 0.02
C -2.0771 -2.9853 3.1172 0.00 -0.01 -0.03
C -2.8634 -3.1531 0.7172 0.01 0.00 0.03
H 4.9330 -5.3550 1.0991 0.01 0.00 -0.01
H 3.8490 -4.7043 2.3431 0.00 -0.01 0.01
H 4.6227 -3.6189 1.1895 0.00 0.01 0.01
H 3.2767 -6.9155 0.2540 0.01 0.00 0.00
H 1.6380 -6.4213 -0.1791 -0.01 0.00 0.00
H 2.1421 -6.4303 1.5171 0.00 0.00 0.01
H 4.2544 -5.2803 -1.3332 0.00 -0.01 0.00
H 3.8188 -3.5665 -1.2482 0.01 0.01 0.00
H 2.6270 -4.7441 -1.7913 -0.01 0.01 0.00
H 3.2198 -2.0796 0.4153 0.00 0.00 0.00
H 3.9775 -0.1292 -0.3197 0.01 0.00 0.00
H 2.8291 2.0170 -3.8134 -0.01 -0.02 -0.02
H 1.2179 2.0656 -5.1968 0.01 0.00 -0.01
H 1.5997 3.6516 -4.4987 0.00 0.00 0.01
H 0.0060 3.3465 -5.1930 0.00 0.00 0.00
H -0.4262 0.5644 -4.1111 0.01 0.00 -0.01
H -1.6348 1.8612 -4.1736 -0.01 0.00 0.01
H -1.2973 1.0242 -2.6455 0.02 0.03 -0.05
H 0.4526 4.4174 -2.4067 0.01 0.01 0.00
H -0.7763 3.4018 -1.6388 -0.03 0.00 0.06
H -1.1073 4.1287 -3.2053 -0.01 0.00 -0.01
H 4.5934 -1.1703 -3.5933 -0.01 0.00 -0.01
H 5.2120 -1.2698 -1.9458 0.00 -0.02 0.01
H 6.3153 -0.8838 -3.2741 0.01 0.00 0.00
H 4.5687 1.0483 -4.8149 -0.02 0.00 0.00
H 6.2491 1.3493 -4.3678 0.00 -0.01 0.00
H 5.0038 2.5377 -3.9659 0.01 0.01 0.00
H 5.9668 0.8500 -0.7350 -0.01 0.00 0.01
H 5.8401 2.4107 -1.5436 0.00 0.01 0.00
H 7.0460 1.2266 -2.0826 0.00 0.00 0.00
H 0.3401 -5.1458 1.1030 0.02 0.01 0.00
H -1.1919 -5.5049 2.5970 0.00 -0.01 0.01
H -1.7476 -5.6189 0.9169 -0.01 0.00 0.00
H -2.9103 -5.3617 2.2182 -0.01 0.00 0.00
H -1.3451 -3.3496 3.8419 0.00 -0.01 -0.01
H -3.0725 -3.2825 3.4620 -0.01 0.01 0.00
H -2.0179 -1.8995 3.1023 0.02 0.03 0.00
H -2.6758 -3.6174 -0.2536 0.01 0.00 0.00
H -2.8774 -2.0770 0.5785 0.00 0.06 -0.02
H -3.8531 -3.4720 1.0595 0.00 0.00 0.00
```
Positions in Å, forces in eV/Å.

Total charge: -1
E (eV): -99926.7530

***

# 2
Here is an isolated ion of composition C5H12N3O and charge +1 at a distorted geometry from the Open Molecules 2025 dataset. Energies are from ωB97M-V with the def2-TZVPD basis set.

```
21
Properties=species:S:1:pos:R:3:forces:R:3
C 1.5650 -0.8685 0.7539 -1.97 -0.62 0.15
C 0.5248 -0.3499 0.0768 -2.59 -0.92 1.45
C 2.2936 0.9283 -0.4419 0.44 0.13 -0.24
C -1.4727 -0.9357 -1.1916 -2.79 -3.08 -1.04
C -1.7107 0.3494 1.0257 -1.28 -3.03 0.31
N 2.6942 -0.2274 0.3571 -0.29 -0.29 -2.07
N 0.8744 0.6862 -0.7802 -0.38 1.08 -1.20
N -1.0505 -0.8336 0.1672 5.15 0.98 3.83
O -1.9936 1.3015 0.1785 -1.45 2.45 -1.46
H 1.5926 -1.7147 1.4277 -0.08 0.07 -0.14
H 2.4400 1.7641 0.2064 -0.30 1.27 0.25
H 2.9487 1.0558 -1.3031 -0.29 -0.10 -0.24
H -2.4110 -1.6241 -1.3304 1.57 1.47 0.48
H -1.6803 0.0600 -1.4541 -0.41 0.98 -0.92
H -0.7025 -1.3457 -1.8216 0.35 -0.06 -0.02
H -1.0117 0.6877 1.7240 1.43 -0.11 1.09
H -2.6305 -0.0460 1.5256 0.87 -0.13 -0.26
H 3.3823 -0.0187 1.0046 1.42 0.17 1.52
H 0.2636 1.5151 -1.0543 1.15 -1.74 1.10
H -0.9676 -1.6430 0.8635 -0.46 0.80 -1.94
H -2.9481 1.2591 0.0660 -0.09 0.69 -0.64
```
Positions in Å, forces in eV/Å.

Total charge: +1
SMILES string: C[N@H+](CO)C1=CNCN1
E (eV): -11887.9093

***

Listing E_HOMO for the structures above in their given order: -0.154, -0.403 hartree.
Listing Kohn-Sham gap for the structures above in their given order: 6.74, 7.98 eV.
Listing ΔE to the lowest compared entry with this formula, charge and spin for the structures above in their given order: 40.7, 98.0 kcal per mole.